Formula: C32H26ClN8NaO5PS2
Source: the Open Molecules 2025 dataset
Level of theory: the ωB97M-V functional and the def2-TZVPD basis

Structure (XYZ):
```
76
Properties=species:S:1:pos:R:3:forces:R:3
Na 0.430 0.678 -1.909 0.2 -0.3 -1.2
C 4.469 -2.398 0.173 0.5 0.0 0.3
N 3.690 -1.785 -0.874 -0.5 -0.1 -0.4
C 2.482 -2.039 -1.397 0.2 -0.1 0.0
N 2.215 -1.172 -2.348 -0.6 0.0 -0.3
C 3.310 -0.385 -2.376 0.1 -0.4 0.0
N 4.221 -0.729 -1.502 0.8 0.5 0.1
C 3.788 -3.471 0.975 0.0 -0.1 -0.1
C 4.467 -4.657 1.232 0.0 0.1 -0.1
C 3.935 -5.604 2.093 0.1 0.0 0.1
C 2.717 -5.383 2.698 -0.1 0.1 -0.1
C 2.005 -4.221 2.404 0.3 0.1 -0.3
C 2.543 -3.260 1.554 0.0 -0.2 0.1
C 0.691 -4.058 2.988 -0.4 -0.5 0.9
N 0.250 -4.638 4.070 1.5 -0.1 -0.6
N -1.035 -4.286 4.207 -1.5 0.7 -0.2
C -1.329 -3.508 3.201 0.3 -0.6 0.8
O -0.267 -3.327 2.395 0.1 0.1 -0.2
C -2.611 -2.922 2.889 -0.3 0.4 -0.3
C -3.716 -3.212 3.686 0.2 0.0 -0.1
C -4.944 -2.683 3.346 0.0 0.0 0.0
C -5.069 -1.870 2.232 0.1 0.1 -0.1
C -3.964 -1.563 1.446 -0.1 0.0 0.0
C -4.141 -0.650 0.256 -0.5 0.0 0.3
N -3.151 -0.839 -0.767 0.4 0.5 -0.3
C -2.452 0.101 -1.421 -0.2 -0.3 -0.1
N -1.631 -0.464 -2.272 0.2 0.3 -0.4
C -1.858 -1.781 -2.100 -0.3 0.2 0.1
N -2.780 -2.047 -1.209 -0.3 -0.9 0.1
C -2.728 -2.092 1.776 0.0 -0.1 0.2
H 4.763 -1.586 0.852 0.0 -0.1 -0.2
H 5.387 -2.794 -0.281 -0.2 0.1 0.1
H 1.831 -2.830 -1.087 -0.1 -0.1 0.2
H 3.446 0.400 -3.094 0.0 0.3 0.0
H 5.424 -4.844 0.764 0.1 0.1 0.0
H 4.476 -6.516 2.294 0.1 -0.1 0.0
H 2.286 -6.102 3.376 -0.1 -0.1 0.1
H 2.003 -2.346 1.361 -0.1 0.1 0.0
H -3.590 -3.855 4.542 0.0 -0.1 0.1
H -5.814 -2.915 3.942 -0.1 0.0 0.1
H -6.040 -1.470 1.968 -0.1 0.0 0.0
H -4.072 0.395 0.579 0.0 -0.1 -0.1
H -5.143 -0.814 -0.163 0.2 0.1 0.0
H -2.570 1.154 -1.277 -0.1 0.3 0.2
H -1.328 -2.535 -2.641 0.1 -0.3 -0.1
H -1.855 -1.891 1.171 0.0 0.0 0.0
O 0.202 -0.135 2.026 -0.3 0.1 1.2
Cl 0.447 -0.030 0.638 0.1 -0.7 1.7
O 1.839 0.073 0.390 1.5 0.3 -0.3
O -0.206 1.113 0.103 -0.9 1.6 -0.2
O -0.055 -1.190 -0.019 -0.4 -1.1 -0.7
S 0.742 5.489 -4.766 0.0 0.2 -0.2
P 0.356 4.066 -3.475 0.0 0.4 0.3
S 0.329 2.194 -4.121 0.1 -0.3 0.0
C 1.471 4.274 -2.024 -0.1 -0.2 -0.5
C 1.564 5.545 -1.468 -0.1 0.0 0.0
C 2.354 5.754 -0.355 0.0 0.1 0.0
C 3.065 4.700 0.197 0.1 -0.1 0.1
C 2.997 3.441 -0.375 0.2 -0.1 0.2
C 2.201 3.230 -1.486 -0.2 0.0 0.0
C -1.236 4.401 -2.607 0.2 -0.1 -0.4
C -1.501 3.780 -1.394 0.0 0.0 -0.1
C -2.697 4.021 -0.744 -0.1 -0.1 0.2
C -3.629 4.884 -1.302 -0.2 0.0 0.0
C -3.368 5.499 -2.516 -0.2 0.0 0.1
C -2.174 5.252 -3.171 0.1 0.0 0.0
H 1.016 6.356 -1.931 0.0 0.0 0.0
H 2.419 6.739 0.087 0.0 0.1 0.0
H 3.679 4.870 1.071 0.0 0.0 0.0
H 3.555 2.613 0.036 0.1 -0.1 0.1
H 2.151 2.248 -1.944 0.1 0.2 0.0
H -0.770 3.111 -0.959 0.0 0.0 0.1
H -2.897 3.539 0.206 0.0 0.0 0.0
H -4.560 5.082 -0.788 -0.1 0.0 0.0
H -4.096 6.176 -2.944 0.0 0.0 0.0
H -1.942 5.721 -4.118 0.0 0.1 0.0
```
Forces are in eV/Å.

Results
- LUMO level: 0.068 hartree
- 2S+1: 1
- Total energy: -103661.474 eV
- Charge: -1

Charge distribution, Löwdin scheme, values in e: atom 1 (Na): 0.063, atom 2 (C): -0.080, atom 3 (N): -0.120, atom 4 (C): -0.156, atom 5 (N): 0.088, atom 6 (C): -0.219, atom 7 (N): 0.112, atom 8 (C): -0.191, atom 9 (C): -0.037, atom 10 (C): -0.070, atom 11 (C): -0.020, atom 12 (C): -0.124, atom 13 (C): 0.046, atom 14 (C): -0.282, atom 15 (N): 0.098, atom 16 (N): 0.099, atom 17 (C): -0.273, atom 18 (O): 0.162, atom 19 (C): -0.125, atom 20 (C): -0.022, atom 21 (C): -0.076, atom 22 (C): -0.041, atom 23 (C): -0.183, atom 24 (C): -0.073, atom 25 (N): -0.119, atom 26 (C): -0.135, atom 27 (N): 0.080, atom 28 (C): -0.205, atom 29 (N): 0.119, atom 30 (C): 0.049, atom 31 (H): 0.143, atom 32 (H): 0.127, atom 33 (H): 0.131, atom 34 (H): 0.112, atom 35 (H): 0.110, atom 36 (H): 0.103, atom 37 (H): 0.111, atom 38 (H): 0.106, atom 39 (H): 0.110, atom 40 (H): 0.101, atom 41 (H): 0.110, atom 42 (H): 0.141, atom 43 (H): 0.132, atom 44 (H): 0.121, atom 45 (H): 0.112, atom 46 (H): 0.091, atom 47 (O): -0.287, atom 48 (Cl): 0.615, atom 49 (O): -0.310, atom 50 (O): -0.357, atom 51 (O): -0.341, atom 52 (S): 0.128, atom 53 (P): -0.057, atom 54 (S): 0.238, atom 55 (C): -0.377, atom 56 (C): -0.106, atom 57 (C): -0.088, atom 58 (C): -0.094, atom 59 (C): -0.075, atom 60 (C): -0.108, atom 61 (C): -0.367, atom 62 (C): -0.103, atom 63 (C): -0.098, atom 64 (C): -0.105, atom 65 (C): -0.094, atom 66 (C): -0.107, atom 67 (H): 0.090, atom 68 (H): 0.097, atom 69 (H): 0.095, atom 70 (H): 0.102, atom 71 (H): 0.048, atom 72 (H): 0.082, atom 73 (H): 0.101, atom 74 (H): 0.092, atom 75 (H): 0.096, atom 76 (H): 0.063

=====

Formula: CH5IN2O2S
Source: the Open Molecules 2025 dataset
Level of theory: the ωB97M-V functional and the def2-TZVPD basis

Structure (XYZ):
```
12
Properties=species:S:1:pos:R:3:forces:R:3
C -2.362 0.650 0.116 1.2 -1.5 -1.9
N -1.088 0.030 -0.433 0.9 1.0 1.7
N 3.500 -0.312 0.969 0.2 -0.1 -0.3
O 1.033 -1.307 0.281 0.2 -4.1 0.8
O 1.271 0.637 -1.002 -2.0 0.7 1.5
S 0.495 -0.023 0.428 -3.8 3.2 -3.7
I 3.124 0.166 -0.850 2.9 -0.3 -0.2
H -2.202 0.965 1.119 -0.3 0.0 0.9
H -2.782 1.447 -0.492 0.7 0.6 -0.1
H -3.070 -0.148 -0.082 -0.5 -0.1 1.1
H -1.280 -0.765 -1.035 0.6 0.0 0.2
H 3.361 -1.341 0.981 -0.1 0.6 0.0
```
Forces are in eV/Å.

Results
- LUMO level: 0.003 hartree
- 2S+1: 1
- Total energy: -27123.315 eV
- Energy above the lowest of the compared OMol25 structures with the same formula, charge and spin: 92.7 kcal per mole

Charge distribution, Löwdin scheme, values in e: atom 1 (C): -0.120, atom 2 (N): -0.266, atom 3 (N): -0.588, atom 4 (O): -0.549, atom 5 (O): -0.948, atom 6 (S): 0.850, atom 7 (I): 1.460, atom 8 (H): 0.056, atom 9 (H): 0.064, atom 10 (H): 0.069, atom 11 (H): 0.074, atom 12 (H): -0.102